# C23H20NO4

3 unconnected molecules or ions with the total composition C23H20NO4 in a non-equilibrium geometry (the ωB97M-V functional and the def2-TZVPD basis, the Open Molecules 2025 dataset).

Summary:
Net charge   +1
Maximum force   0.061 Eh/bohr
DFT total energy   -1243.67866 hartree
Orbital gap   8.124 eV

Each line ends with the Mulliken charge.
Element x y z (Å)
1 H 1.24901 2.61379 -4.57793  0.450
2 H 0.08417 -4.89565 3.10227  0.444
3 C 5.89580 0.26748 -2.80462  0.234
4 H -1.13494 0.16616 -0.54620  0.260
5 C 0.15443 1.98387 -2.84558  0.639
6 C 3.78263 0.47564 -1.18803  -0.015
7 C -4.44502 0.04476 4.01090  0.290
8 C -3.03174 -0.36401 3.80669  -0.345
9 H -5.91087 1.61540 3.57050  0.419
10 H 1.34311 0.48652 -0.17522  0.754
11 C -4.87809 1.33332 3.41065  -0.388
12 O -1.84858 2.37294 1.88000  -0.620
13 H -1.92451 1.60957 -1.16614  0.385
14 C 4.89582 0.32298 -2.14648  -1.085
15 H -2.53719 3.73055 -2.19776  0.304
16 H 0.35807 -1.73554 0.10838  0.374
17 O -0.70664 -2.54882 2.32689  -0.457
18 H 3.44825 1.73435 -3.69202  0.466
19 C 1.57027 -3.43466 -0.24664  -0.299
20 H -0.97371 4.57255 -2.83474  0.280
21 C -2.18966 0.39549 3.11179  -0.225
22 C -4.03194 2.08988 2.71621  -0.443
23 C 1.31414 2.12374 -3.61520  -0.625
24 H 3.52469 -0.47737 -0.71808  0.324
25 C 1.41071 -5.27394 1.49477  -0.444
26 C -2.62450 1.67785 2.51558  0.547
27 H -0.76832 1.74681 0.18671  0.647
28 H -1.15716 0.11263 2.95130  0.388
29 C 1.34569 0.93833 -1.16196  -0.384
30 H -4.32762 3.03155 2.27107  0.425
31 N 0.16919 1.40287 -1.64020  0.229
32 H 6.87838 0.34573 -3.21804  0.449
33 C 2.52956 1.03571 -1.86264  -0.145
34 C 2.00224 -4.77569 0.22863  0.225
35 C -0.99930 1.23216 -0.75000  -1.209
36 O -5.21399 -0.64440 4.63984  -0.513
37 C 2.52651 1.64211 -3.12721  -0.261
38 H 4.08827 1.17787 -0.40625  0.331
39 C 0.68787 -2.71317 0.43820  -0.022
40 C -1.60823 3.68549 -2.76803  -0.506
41 C -1.14656 2.53353 -3.36711  -0.899
42 C 0.52703 -4.54888 2.17759  -0.394
43 H 1.73700 -6.25148 1.82526  0.417
44 C 0.09757 -3.21260 1.70466  0.218
45 H -1.67855 2.01996 -4.16851  0.359
46 O 2.80363 -5.42939 -0.39755  -0.517
47 H 2.01228 -3.08844 -1.17343  0.480
48 H -2.73137 -1.30473 4.24981  0.458